Density functional theory data (wB97M-V/def2-TZVPD) for a molecular structure, C4H6N2O.

Structure (XYZ):
```
13
C4H6N2O | the Open Molecules 2025 dataset | wB97M-V/def2-TZVPD
N 1.32 1.71 0.34
H -0.76 -1.72 1.43
H 0.30 -0.46 1.95
C -0.01 -0.39 -0.14
N -0.09 -1.00 1.18
H 1.32 2.69 0.06
H -1.15 -0.42 -2.05
H 1.80 -1.35 0.25
O -0.59 1.39 -1.10
C -1.16 0.05 -1.06
H -2.16 0.07 -0.63
C 0.40 1.05 -0.21
C 0.77 -1.62 -0.01
```

Values from the calculation:
Molar mass (g/mol): 98.10
E_HOMO (Ha): -0.295
Spin multiplicity: 1
Net charge: 0
Electronic energy (eV): -9268.6395
Energy relative to the best compared isomer or geometry (same formula, charge and spin) (kcal per mole): 112.1
Largest force on an atom (eV/Å): 0.7

=====

Density functional theory data (wB97M-V/def2-TZVPD) for 10 unconnected molecules or ions with the total composition C14H48O10 in a non-equilibrium geometry.

Structure (XYZ):
```
72
C14H48O10 | the Open Molecules 2025 dataset | wB97M-V/def2-TZVPD
H -1.75 -9.43 11.57
O -0.95 -10.98 14.36
H -2.45 -4.01 4.54
H 0.45 -4.10 6.42
H -1.39 -12.04 12.66
H -0.76 -6.22 7.60
H -3.35 -8.13 9.64
H 3.40 -4.14 11.13
H -1.07 -7.01 13.70
H -0.57 -9.17 12.76
C -1.71 -6.62 7.96
H -1.26 -7.57 9.87
C 2.51 -8.25 7.38
C -1.06 -9.98 12.20
H 1.31 -6.53 5.45
H 3.83 -3.69 9.47
C -1.72 -11.25 6.59
H -2.80 -12.77 5.49
H 0.65 -5.58 10.87
H -3.27 -3.91 2.16
H 0.41 -2.59 6.13
O -2.73 -8.54 9.03
H 1.18 -8.95 4.46
H -2.23 -6.99 7.06
O 0.35 -3.23 6.85
H 0.51 -7.19 14.52
H 2.02 -5.21 5.79
C -2.88 -12.22 6.42
H -3.97 -3.53 5.28
C 1.78 -9.11 6.37
O 1.23 -4.26 9.44
C -1.64 -11.07 13.09
H 1.51 -5.51 13.13
H -6.48 -8.28 10.22
O 1.41 -8.37 5.19
H -3.27 -5.14 5.60
C -4.14 -4.94 3.61
H -0.83 -8.62 8.48
H -2.73 -11.07 13.17
C -1.49 -7.83 8.83
H 0.71 -3.99 8.67
C 3.30 -3.36 10.36
C 1.82 -3.13 10.05
H -3.63 -5.87 3.33
H 1.00 -9.75 6.80
C -0.12 -6.54 13.92
H 2.19 -8.45 8.41
H -0.23 -10.36 11.60
H -1.28 -11.72 14.88
O 1.14 -5.60 5.68
H 3.71 -2.46 10.82
H -1.49 -10.64 5.71
O 0.00 -5.70 11.58
H -2.86 -12.92 7.26
O -5.52 -8.20 10.25
H 3.58 -8.44 7.34
H -2.34 -5.86 8.42
C -3.44 -4.38 4.84
H -5.37 -7.27 10.48
H -2.00 -10.48 7.32
H 2.51 -9.83 5.95
O -4.15 -4.08 2.51
H 2.36 -7.18 7.23
H -0.29 -5.60 14.45
H -3.83 -11.69 6.39
H -5.15 -5.24 3.89
H 1.34 -2.79 10.97
C 0.73 -6.16 12.70
O -0.57 -12.03 6.95
H 1.77 -2.34 9.29
H 0.20 -11.49 6.76
H 1.33 -7.02 12.36
```

Values from the calculation:
Molar mass (g/mol): 376.53
E_HOMO (Ha): -0.349
Spin multiplicity: 1
Net charge: 0
Electronic energy (eV): -35768.8996
Energy relative to the best compared isomer or geometry (same formula, charge and spin) (kcal per mole): 47.7
Largest force on an atom (eV/Å): 2.8

=====

Looking at Kohn-Sham gap for the records above, in order, we have 8.78 9.77 eV.